{"formula": "FeH14O7", "method": "ωB97M-V/def2-TZVPD", "symbols": ["Fe", "O", "O", "O", "O", "O", "O", "O", "H", "H", "H", "H", "H", "H", "H", "H", "H", "H", "H", "H", "H", "H"], "positions_angstrom": [[-0.220, -0.087, 0.269], [-1.579, -2.201, 1.975], [-0.303, -1.716, -2.296], [-0.470, 1.668, 2.704], [3.402, 0.538, -2.050], [0.218, 2.521, -1.143], [2.264, -1.353, 1.422], [-3.290, 0.394, -0.604], [-2.019, -1.935, 2.783], [-3.893, 0.118, -1.294], [-1.988, -3.035, 1.743], [2.286, -2.138, 1.969], [4.181, 1.068, -1.881], [-0.198, 1.392, 3.580], [3.180, -1.081, 1.357], [-0.893, 2.515, 2.841], [3.412, 0.392, -2.996], [-3.838, 0.874, 0.016], [-0.273, -2.662, -2.434], [-0.529, -1.355, -3.153], [1.021, 2.932, -1.464], [-0.472, 3.153, -1.344]], "forces_ev_per_a": [[0.06, 0.58, 0.05], [0.61, 0.73, -0.59], [0.06, 0.65, 0.76], [0.13, -0.72, -0.87], [-1.03, -0.44, 1.04], [-0.17, -0.97, 0.37], [-0.56, 0.33, -0.38], [1.64, -0.29, 0.02], [-0.25, 0.28, 0.64], [-1.27, -0.86, -1.77], [-0.21, -0.68, -0.31], [-0.05, -0.87, 0.56], [1.39, 0.86, 0.51], [0.22, -0.20, 0.41], [0.83, 0.38, -0.05], [-0.23, 0.45, -0.10], [-0.10, -0.48, -1.62], [-1.01, 1.12, 1.66], [0.05, -0.52, 0.09], [-0.12, 0.22, -0.37], [0.35, 0.16, 0.00], [-0.35, 0.27, -0.04]], "s_squared": 24.769, "relative_energy_kcal_mol": 23.2, "multiplicity": 10, "e_tot_ev": -48899.6671, "total_charge": 3}